Entry from OMol25: a molecular structure, C39H43CrI2N4O4P (ωB97M-V/def2-TZVPD).

Last column: Löwdin charge in e.
Atoms and positions in Å:
Cr1 -0.156 0.021 0.527  0.891
C1 0.778 3.789 -1.025  -0.053
C2 1.563 2.716 -1.743  -0.190
C3 2.858 3.075 -2.102  -0.078
C4 3.760 2.181 -2.640  -0.103
C5 3.356 0.867 -2.764  -0.071
C6 2.066 0.452 -2.446  -0.206
C7 1.847 -1.037 -2.577  -0.031
C8 1.107 1.401 -2.006  -0.143
N1 -0.260 1.059 -1.745  0.018
C9 -1.212 2.226 -1.625  -0.485
O1 -1.420 2.934 -2.664  -0.096
C10 -1.788 2.338 -0.392  -0.256
C11 -2.861 3.265 -0.135  -0.049
C12 -3.550 3.249 1.027  -0.126
C13 -3.202 2.256 2.030  -0.085
C14 -2.123 1.462 1.805  -0.259
N2 -1.323 1.538 0.695  -0.046
C15 -1.703 0.416 2.810  -0.489
O2 -2.390 0.125 3.798  -0.003
N3 -0.511 -0.126 2.483  0.017
C16 0.133 -1.047 3.349  -0.174
C17 -0.195 -2.406 3.359  -0.194
C18 -1.321 -2.913 2.510  -0.059
C19 0.553 -3.282 4.138  -0.065
C20 1.602 -2.826 4.919  -0.105
C21 1.894 -1.471 4.940  -0.063
C22 1.166 -0.571 4.170  -0.191
C23 1.468 0.898 4.234  -0.022
H1 1.477 4.553 -0.677  0.074
H2 0.239 3.401 -0.160  0.065
H3 0.025 4.240 -1.675  0.080
H4 3.170 4.095 -1.903  0.099
H5 4.770 2.482 -2.889  0.088
H6 4.063 0.114 -3.095  0.103
H7 2.819 -1.531 -2.597  0.084
H8 1.319 -1.303 -3.498  0.078
H9 1.295 -1.457 -1.739  0.052
H10 -3.105 3.952 -0.938  0.097
H11 -4.368 3.941 1.196  0.069
H12 -3.750 2.131 2.954  0.091
H13 -1.099 -2.725 1.458  0.043
H14 -2.246 -2.397 2.777  0.069
H15 -1.454 -3.988 2.653  0.076
H16 0.310 -4.339 4.114  0.097
H17 2.190 -3.522 5.505  0.087
H18 2.703 -1.098 5.558  0.097
H19 2.119 1.114 5.084  0.071
H20 0.550 1.480 4.333  0.083
H21 1.967 1.240 3.328  0.059
I1 1.481 -4.879 0.147  0.816
C24 2.557 -3.115 0.444  -0.652
C25 3.931 -3.155 0.652  -0.270
C26 4.618 -1.973 0.860  -0.669
I2 6.693 -2.110 1.155  0.779
C27 3.983 -0.709 0.879  -0.234
C28 4.599 0.551 1.091  -0.095
C29 3.783 1.700 1.105  -0.103
C30 2.434 1.611 0.903  -0.163
N4 1.811 0.424 0.651  -0.006
C31 2.585 -0.722 0.666  -0.159
C32 1.855 -1.909 0.440  -0.459
O3 0.563 -1.800 0.222  -0.253
H22 4.454 -4.101 0.656  0.060
H23 5.668 0.622 1.229  0.031
H24 4.219 2.678 1.270  0.093
H25 1.792 2.482 0.929  0.102
C33 0.029 1.093 -4.848  -0.071
C34 -1.048 0.244 -4.172  -0.372
C35 -2.429 0.769 -4.576  -0.090
C36 -0.953 0.066 -2.623  -0.129
H26 -0.176 1.135 -5.924  0.068
H27 1.034 0.693 -4.714  0.061
H28 -0.004 2.105 -4.444  0.077
H29 -0.955 -0.776 -4.575  0.119
H30 -2.556 1.775 -4.174  0.067
H31 -3.230 0.129 -4.188  0.052
H32 -2.527 0.801 -5.667  0.064
H33 -0.576 -0.924 -2.415  0.090
H34 -1.969 0.069 -2.231  0.077
C37 -4.415 -0.913 1.275  -0.148
P1 -3.377 -1.484 -0.071  0.598
C38 -4.265 -1.035 -1.573  -0.171
C39 -3.405 -3.290 -0.016  -0.160
O4 -2.003 -0.923 -0.090  -0.352
H35 -5.348 -1.481 1.299  0.055
H36 -4.614 0.151 1.137  0.054
H37 -3.885 -1.012 2.224  0.040
H38 -5.276 -1.448 -1.574  0.050
H39 -3.715 -1.403 -2.439  0.046
H40 -4.310 0.055 -1.628  0.065
H41 -4.364 -3.674 -0.366  0.047
H42 -3.223 -3.630 1.003  0.032
H43 -2.599 -3.662 -0.650  0.065

Properties
Frontier orbital gap (spin up / spin down), eV: 3.352 / 3.450
Total charge: -2
2S+1: 5

***

Entry from OMol25: 9 unconnected molecules or ions with the total composition C39H43F8NO27 (ωB97M-V/def2-TZVPD).

Last column: Löwdin charge in e.
Atoms and positions in Å:
C1 -3.323 -3.591 -2.003  -0.059
C2 -2.039 -4.486 -2.051  -0.392
C3 -2.106 -5.327 -3.354  -0.071
C4 -0.762 -3.626 -2.142  -0.164
C5 -0.240 -3.046 -0.813  -0.324
C6 0.015 -4.118 0.284  -0.043
C7 -1.118 -1.892 -0.276  -0.136
O1 -0.284 -1.094 0.594  -0.025
C8 -0.405 0.250 0.434  -0.215
C9 -0.807 0.984 1.557  0.033
C10 -0.918 2.352 1.494  -0.036
C11 -0.642 3.089 0.345  -0.007
C12 -0.259 2.387 -0.755  -0.085
C13 -0.131 0.980 -0.703  -0.016
C14 0.334 0.465 -2.053  -0.329
O2 0.500 -0.651 -2.471  0.132
N1 0.542 1.652 -2.821  0.155
C15 0.106 2.828 -2.166  -0.375
O3 0.001 3.938 -2.630  0.118
H1 -3.171 -2.682 -2.586  0.063
H2 -3.541 -3.375 -0.949  0.072
H3 -4.149 -4.198 -2.385  0.073
H4 -2.086 -5.124 -1.163  0.118
H5 -1.954 -4.622 -4.183  0.063
H6 -1.248 -6.013 -3.381  0.075
H7 -3.060 -5.852 -3.430  0.077
H8 -0.964 -2.786 -2.821  0.102
H9 0.052 -4.211 -2.597  0.118
H10 0.732 -2.581 -1.009  0.118
H11 -0.404 -3.837 1.255  0.079
H12 -0.370 -5.107 0.014  0.065
H13 1.100 -4.245 0.390  0.076
H14 -1.875 -2.359 0.370  0.125
H15 -1.600 -1.320 -1.072  0.126
H16 -1.036 0.483 2.492  0.118
H17 -1.206 2.890 2.393  0.107
H18 -0.715 4.169 0.304  0.112
H19 1.518 1.836 -3.049  0.158
O4 0.332 0.659 4.541  0.163
C16 1.277 -0.037 4.369  -0.546
O5 2.568 0.378 4.440  0.073
C17 3.395 -0.786 4.304  -0.045
C18 2.481 -1.742 3.581  -0.304
F1 2.724 -3.028 3.940  0.078
O6 1.201 -1.361 4.063  0.140
H20 3.676 -1.147 5.292  0.119
H21 4.299 -0.562 3.741  0.135
H22 2.502 -1.656 2.498  0.144
O7 5.985 -1.810 6.158  0.177
C19 5.535 -1.639 7.240  -0.553
O8 6.086 -0.837 8.185  0.078
C20 5.179 -0.791 9.290  -0.053
C21 4.400 -2.068 9.110  -0.314
F2 3.123 -1.937 9.543  0.080
O9 4.395 -2.230 7.702  0.128
H23 4.546 0.094 9.205  0.147
H24 5.714 -0.753 10.235  0.141
H25 4.853 -2.945 9.576  0.176
O10 -6.341 -3.762 -4.719  0.173
C22 -5.973 -2.637 -4.788  -0.544
O11 -6.727 -1.610 -5.258  0.081
C23 -5.985 -0.405 -5.050  -0.058
C24 -4.572 -0.918 -4.979  -0.305
F3 -3.812 -0.160 -4.138  0.065
O12 -4.735 -2.208 -4.411  0.108
H26 -6.306 0.063 -4.118  0.135
H27 -6.139 0.296 -5.865  0.134
H28 -4.062 -1.012 -5.937  0.132
O13 3.200 -0.129 1.118  0.182
C25 3.551 1.002 1.093  -0.525
O14 2.787 2.028 0.659  0.080
C26 3.512 3.235 0.914  -0.037
C27 4.932 2.740 0.972  -0.312
F4 5.681 3.475 1.835  0.074
O15 4.785 1.430 1.495  0.121
H29 3.181 3.666 1.861  0.153
H30 3.351 3.962 0.122  0.145
H31 5.434 2.693 0.004  0.172
O16 10.986 -0.320 3.111  0.190
C28 10.091 0.356 2.740  -0.541
O17 9.708 1.521 3.329  0.075
C29 8.692 2.101 2.508  -0.061
C30 8.159 0.899 1.774  -0.318
F5 7.736 1.230 0.525  0.068
O18 9.297 0.069 1.662  0.137
H32 9.142 2.832 1.834  0.147
H33 7.934 2.596 3.111  0.133
H34 7.365 0.365 2.300  0.172
O19 -8.097 1.844 -5.268  0.178
C31 -8.611 2.031 -4.219  -0.544
O20 -8.131 2.874 -3.267  0.074
C32 -9.098 2.924 -2.215  -0.056
C33 -9.834 1.622 -2.402  -0.317
F6 -11.135 1.730 -2.040  0.077
O21 -9.758 1.423 -3.801  0.140
H35 -9.747 3.789 -2.358  0.146
H36 -8.615 3.000 -1.243  0.140
H37 -9.384 0.770 -1.888  0.175
O22 -2.742 -1.847 -7.115  0.171
C34 -1.678 -2.365 -7.019  -0.521
O23 -1.102 -2.696 -5.840  0.067
C35 0.098 -3.414 -6.135  -0.055
C36 0.411 -2.935 -7.529  -0.309
F7 1.023 -3.896 -8.262  0.079
O24 -0.878 -2.692 -8.070  0.146
H38 -0.101 -4.487 -6.101  0.145
H39 0.882 -3.178 -5.420  0.143
H40 1.001 -2.017 -7.570  0.175
O25 0.294 5.168 3.603  0.187
C37 -0.616 5.830 3.240  -0.543
O26 -1.008 6.990 3.824  0.079
C38 -2.044 7.550 3.013  -0.053
C39 -2.570 6.337 2.292  -0.310
F8 -3.016 6.651 1.052  0.080
O27 -1.416 5.522 2.173  0.097
H41 -1.615 8.283 2.328  0.147
H42 -2.799 8.038 3.625  0.141
H43 -3.348 5.791 2.831  0.177

Properties
Frontier orbital gap, eV: 9.034
Total charge: 0
SMILES: CC(C)C[C@H](C)COc1cccc2c1C(=O)NC2=O.O=C1OC[C@@H](F)O1.O=C1OC[C@@H](F)O1.O=C1OC[C@@H](F)O1.O=C1OC[C@@H](F)O1.O=C1OC[C@@H](F)O1.O=C1OC[C@@H](F)O1.O=C1OC[C@@H](F)O1.O=C1OC[C@@H](F)O1
2S+1: 1

***

no.,calculated total energy (eV)
1,-109207.8893
2,-119653.9617